# 1
A 7-piece molecular cluster, C48H105N5O7 overall. Source: the OMol25 dataset; level of theory: ωB97M-V/def2-TZVPD.

```
165
Properties=species:S:1:pos:R:3:forces:R:3
O -0.604842 -3.986470 -5.738981 0.114 -0.412 0.366
O -4.072849 -11.585261 -9.934535 -0.086 0.440 -0.645
O 0.660027 -6.576986 -5.629487 -0.752 0.725 0.177
O 6.810585 -8.924124 -11.045848 -0.465 0.120 0.278
O 2.204647 -11.975567 -10.079878 -0.864 -0.216 1.390
O 5.085623 -1.271201 -3.260484 0.240 -0.284 0.505
O 2.285650 -8.740264 -4.382970 -0.084 0.017 0.715
N 1.937062 -8.973553 -3.016234 -0.339 -0.566 1.125
N 5.263850 -2.025536 -4.431506 -1.033 0.153 -1.679
N -1.735014 -3.605636 -4.988120 0.062 1.122 -0.351
N 6.823927 -7.520132 -11.157344 1.180 1.310 -0.343
N -3.433508 -11.201462 -8.754413 0.045 -1.619 2.045
C -3.658742 -10.400743 -6.419584 0.226 -0.040 0.002
C -1.357814 -2.994820 -3.707139 -1.841 1.193 0.452
C 7.550219 -2.789216 -3.878433 0.258 0.288 0.418
C 2.841964 -10.719947 -9.963036 1.290 -0.387 -1.356
C -4.397029 -10.707494 -7.753610 0.652 1.353 0.327
C 1.626481 -6.480690 -2.583360 0.168 -0.427 -0.257
C 6.556832 -2.684716 -6.326229 0.375 -1.665 1.043
C 0.469943 -8.936040 -0.497042 -0.022 0.418 -0.808
C -2.070069 -10.693370 -8.938667 -0.359 0.321 -0.116
C 6.054932 -4.835565 -11.801397 -0.015 0.005 -1.727
C 1.055077 -11.185031 -3.498256 1.029 0.160 -0.659
C 6.669230 -2.071985 -4.898570 -1.149 0.539 -0.674
C 4.426518 -3.933082 -5.820325 0.680 0.374 -0.454
C 4.363648 -3.193263 -4.467650 -0.835 -1.186 0.218
C 6.943307 -7.110388 -12.560056 1.426 -0.873 -1.020
C 0.322999 -10.123580 -1.451017 0.257 0.554 1.074
C 4.503895 -7.155701 -10.273179 0.181 0.464 -0.628
C -1.231059 -11.773127 -9.646516 -0.291 0.271 -0.644
C 6.274664 -5.302821 -10.397659 0.459 0.478 -0.130
C 6.506049 -7.164201 -8.789831 -0.576 -0.526 0.700
C 1.236623 -7.440234 -7.822637 -0.293 -0.393 -0.213
C -2.677725 -2.495896 -3.032919 0.096 -1.270 0.941
C 5.891062 -7.766100 -13.481455 -0.763 0.747 0.383
C -1.433777 -10.412324 -7.578255 -0.912 -0.622 1.288
C -5.013325 -9.392378 -8.233772 -0.771 0.376 -0.570
C 1.412461 -6.323677 -6.796180 0.261 -1.258 -0.306
C -3.765860 -3.576711 -2.979910 0.822 1.525 -0.971
C 3.767215 -7.734535 -2.188351 -0.020 0.854 0.137
C 6.022154 -6.806193 -10.183744 -0.912 0.211 0.236
C -5.529336 -11.697106 -7.467296 0.925 -0.229 -0.041
C 1.814760 -8.244686 -0.717627 -0.370 0.325 1.275
C -0.622475 -3.908901 -2.713783 0.220 0.149 -0.788
C -4.089308 -3.983116 -4.423573 -0.927 -1.204 1.594
C 2.216973 -7.830421 -2.114182 0.538 0.142 -1.209
C 8.326946 -7.611847 -13.047886 -0.419 -0.486 -0.483
C 7.087169 -0.618027 -5.134695 0.662 0.425 0.670
C 7.018280 -5.584387 -12.753106 -1.774 0.249 0.453
C -2.060071 -9.407718 -9.749858 1.123 0.303 -1.236
C 2.902887 -2.755716 -4.336577 -0.172 1.564 -0.142
C 4.664831 -4.209758 -3.360487 0.261 -0.178 0.372
C -2.872310 -4.502407 -5.215669 -1.191 0.324 1.489
C -0.615124 -1.659225 -3.922330 1.169 -0.787 -0.082
C -2.357163 -9.661225 -6.614460 0.754 0.817 -0.691
C 5.861756 -4.043315 -6.260984 0.566 -0.704 -0.622
C 0.726512 -9.788915 -2.924543 -0.289 -0.933 0.576
C -3.267234 -4.399451 -6.700715 0.852 0.396 0.452
C -2.609164 -5.921023 -4.702932 0.165 -1.887 -2.077
C -0.481938 -9.148216 -3.560450 -0.655 0.459 -0.241
H -2.487939 -8.646520 -7.010843 -0.384 -0.029 0.024
H 3.114567 -9.231376 -4.395552 0.036 0.148 -0.601
H -0.168140 -11.633479 -9.456223 -0.003 -0.069 0.110
H -5.098757 -12.654878 -7.162849 -0.023 -0.136 -0.333
H 8.448874 -8.681867 -12.872075 0.066 0.093 0.335
H -0.375478 -8.907058 -4.620639 0.201 -0.248 0.113
H -4.746527 -3.274499 -4.928515 0.597 0.504 -0.123
H -3.364200 -4.388391 -2.373474 -0.315 -0.277 -0.112
H 5.989860 -2.061384 -7.014983 0.096 0.353 0.192
H 0.409819 -1.826228 -4.261698 -0.065 -0.028 -0.172
H 1.438894 -8.433189 -7.404482 0.620 0.212 0.202
H 4.257125 -7.241163 -1.343468 -0.409 -0.172 0.342
H 7.210426 -2.473836 -2.888242 0.057 0.151 -0.032
H 4.470899 -0.574008 -3.515710 0.151 0.005 -0.056
H 0.862526 -10.980876 -1.043302 0.301 0.030 -0.296
H 8.027600 -5.186429 -12.664107 0.084 -0.183 0.371
H 3.828591 -4.886717 -3.179931 -0.063 0.172 -0.140
H 0.416231 -9.107088 0.579744 -0.104 -0.779 -0.126
H 7.532036 -9.075339 -10.424868 0.027 -0.259 -0.158
H -0.732748 -10.397245 -1.432943 0.049 -0.279 -0.316
H 7.481073 -3.875199 -3.847274 0.001 -0.008 -0.445
H -1.141499 -4.859969 -2.619153 0.078 -0.069 0.044
H -6.147753 -11.796453 -8.356383 -0.260 -0.160 0.197
H 0.383084 -4.075613 -3.102813 0.019 -0.241 0.190
H 1.102009 -5.366152 -7.211347 -0.055 0.055 0.201
H 2.520441 -10.098470 -9.130733 -0.652 -0.384 0.028
H -0.540993 -3.461768 -1.723877 0.034 0.131 -0.044
H 8.371521 -7.537901 -14.138651 0.070 0.356 0.013
H -4.612247 -3.115833 -2.469021 -0.258 -0.412 -0.036
H 2.602745 -8.863888 -0.278345 -0.048 -0.314 -0.263
H -1.775929 -6.382700 -5.251068 0.577 0.457 0.448
H -1.812571 -9.488719 -5.681762 -0.394 -0.315 -0.076
H -0.298194 -4.828546 -5.349810 0.114 0.022 -0.202
H 5.690157 -4.655775 -9.739298 0.030 -0.438 0.430
H 6.448371 -0.159204 -5.886677 0.023 -0.035 -0.055
H -1.362909 -11.710187 -10.730553 -0.043 0.064 0.006
H -0.511648 -1.154671 -2.959846 -0.200 0.068 0.025
H 0.484288 -11.995035 -3.050431 -0.375 0.135 -0.208
H 2.003807 -5.687095 -1.937607 -0.202 0.069 0.052
H 3.993794 -4.935115 -5.775865 -0.162 0.122 0.465
H 6.069704 -8.820685 -13.676630 0.087 -0.024 0.184
H 2.102907 -11.390376 -3.254712 -0.078 -0.001 0.349
H 6.691527 -5.332971 -13.764175 0.205 -0.267 -0.137
H -0.486079 -9.878421 -7.639319 0.053 -0.154 -0.430
H -1.345189 -9.802615 -3.424316 -0.015 -0.053 -0.309
H -4.358052 -8.521284 -8.235091 0.216 -0.176 0.338
H -1.026146 -9.268928 -10.096286 0.005 0.165 0.100
H -3.425909 -11.305191 -5.848117 -0.165 -0.256 -0.242
H 3.857437 -3.403440 -6.590170 -0.016 0.212 0.127
H 0.543203 -6.431211 -2.678553 -0.085 -0.188 0.555
H 7.489220 -6.812369 -8.477714 0.181 -0.007 -0.506
H 1.073066 -11.254707 -4.589201 -0.581 0.128 -0.006
H 4.904406 -7.643845 -13.025721 -0.053 -0.240 -0.012
H 5.517613 -4.838954 -3.622132 0.067 0.057 0.078
H -0.753019 -8.207846 -3.071652 0.137 -0.012 0.114
H 4.359396 -8.155514 -10.681232 0.071 -0.139 0.263
H 6.377896 -4.762558 -5.613230 0.201 0.377 0.242
H -2.430308 -2.336473 -1.977847 0.195 0.575 -0.143
H 3.967034 -7.048430 -9.330926 0.199 -0.076 0.066
H -4.206012 -4.845315 -7.023859 0.172 -0.709 0.378
H -2.619578 -9.490798 -10.684731 -0.296 -0.128 0.216
H 5.010867 -4.941048 -12.122840 0.060 -0.489 0.030
H 4.070273 -7.085176 -3.012997 -0.032 -0.465 -0.333
H -3.444527 -3.331907 -6.842834 0.434 0.036 -0.305
H -1.100131 -1.004182 -4.641530 -0.238 -0.131 0.026
H 3.916182 -10.892930 -9.815698 0.006 0.217 0.014
H 7.539088 -2.908559 -6.748766 0.199 0.556 0.087
H -3.349694 -6.631427 -5.102670 -0.590 0.456 0.303
H 1.788876 -7.388733 -0.033321 0.299 0.353 -0.427
H -4.300342 -9.797917 -5.771929 -0.273 -0.088 -0.150
H 2.479863 -6.291112 -6.542044 -0.051 0.248 -0.044
H 0.220260 -7.609915 -8.193262 -0.105 0.751 0.004
H -2.388021 -4.736712 -7.249462 -0.371 0.060 -0.575
H 8.597068 -2.487345 -3.944706 0.027 -0.140 -0.197
H 2.595931 -2.182793 -5.219539 0.252 0.073 -0.047
H 0.903562 -7.407332 -5.209347 0.466 -0.136 -0.186
H 4.886988 -3.707796 -2.416633 -0.003 0.036 -0.027
H -1.271381 -11.368827 -7.065839 0.381 -0.135 -0.300
H 5.802726 -6.770128 -8.050870 0.007 0.065 -0.062
H 6.440625 -8.250535 -8.690617 0.187 -0.002 0.206
H -5.905478 -9.151596 -7.649774 0.060 0.088 0.061
H -6.082898 -11.368409 -6.588671 -0.286 0.272 -0.253
H -1.543005 -12.781752 -9.376535 0.089 0.060 0.371
H -3.049680 -1.562988 -3.452982 0.041 -0.065 -0.247
H 2.136185 -3.526919 -4.278177 0.470 -0.454 0.240
H 2.737007 -10.186509 -10.912114 -0.042 0.397 0.243
H 1.953464 -6.271422 -3.603892 0.283 0.001 0.113
H 8.135741 -0.542125 -5.435952 -0.082 -0.279 -0.367
H 4.028999 -6.472505 -10.982171 -0.088 -0.050 0.003
H 1.890822 -7.253195 -8.677485 -0.061 -0.186 0.000
H 5.994270 -4.530699 -7.234419 -0.475 0.136 -0.115
H -2.330497 -8.477393 -9.254029 -0.246 -0.217 0.302
H 4.161424 -8.743375 -2.287558 0.189 0.058 -0.010
H 7.344538 -5.142211 -10.222040 -0.076 0.071 0.458
H -0.406214 -8.302035 -0.677122 0.372 0.505 -0.151
H 2.249192 -12.378458 -10.944300 0.314 0.416 -0.320
H -2.513479 -6.169574 -3.649549 0.024 0.668 0.163
H 6.210181 -3.774446 -12.021646 0.248 0.121 0.800
H 7.061614 0.016694 -4.244676 -0.319 -0.277 0.145
H 5.814768 -7.236571 -14.432905 0.292 -0.097 -0.066
H 2.782516 -2.058389 -3.502532 -0.152 -0.342 0.197
H -5.337009 -9.477635 -9.275526 -0.076 -0.231 0.058
H 9.134286 -7.030405 -12.609285 0.083 -0.152 0.101
H -4.129819 -12.547659 -9.909764 0.146 0.066 0.125
H -4.762315 -4.834598 -4.255757 0.038 -0.190 -0.623
```
Positions in Å, forces in eV/Å.

SMILES = CC1(C)CCCC(C)(C)N1O.CC1(C)CCCC(C)(C)N1O.CC1(C)CCCC(C)(C)N1O.CC1(C)CCCC(C)(C)N1O.CC1(C)CCCC(C)(C)N1O.CCO.CO

These are the Mulliken partial charges, in e, on atoms 1 to 5: O -0.447; O -0.501; O 0.769; O -0.508; O -0.561


# 2
One molecule with the formula C5H10O2. Source: the OMol25 dataset; level of theory: ωB97M-V/def2-TZVPD.

```
17
Properties=species:S:1:pos:R:3:forces:R:3
O -0.873110 -2.106613 -2.031129 -0.155 0.247 -0.220
O -0.779757 1.075687 0.167267 -0.071 -0.064 -0.091
C 1.201969 -0.324777 0.660469 0.077 -0.056 0.163
C -0.664098 2.040347 1.190791 -0.057 0.212 0.178
C 0.475028 0.633731 -0.235767 0.226 0.101 -0.073
C -0.556708 -1.733396 -0.702622 0.096 0.004 0.406
C 0.628764 -0.793201 -0.655682 0.039 -0.099 -0.104
H -1.650738 2.485763 1.336024 0.135 -0.081 0.006
H 0.050161 2.828525 0.911055 -0.134 -0.074 0.024
H 1.049877 1.396561 -0.763441 -0.001 -0.122 0.069
H -1.414393 -1.266707 -0.197934 0.120 -0.122 -0.064
H 1.348333 -0.977883 -1.451072 -0.103 0.021 0.123
H -1.115686 -1.302423 -2.507149 -0.012 -0.159 0.015
H 0.668906 -0.631372 1.559626 0.070 0.064 -0.180
H 2.279430 -0.242013 0.770929 -0.183 -0.053 -0.032
H -0.326225 -2.668929 -0.183435 0.012 0.125 -0.072
H -0.321752 1.586700 2.132068 -0.058 0.056 -0.147
```
Positions in Å, forces in eV/Å.

SMILES = CO[C@H]1C[C@H]1CO

These are the natural (NBO) partial charges, in e, on atoms 1 to 5: O -0.712; O -0.528; C -0.457; C -0.246; C 0.084


The records above give, respectively, ΔE to the lowest compared entry with this formula, charge and spin values of 193.28 250.12 kJ/mol.
The records above give, respectively, E_tot values of -73254.3374 -9440.4507 eV.
The records above give, respectively, HOMO-LUMO gap values of 8.2 10.8 eV.